[1]
{
  "formula": "C19H41FN3O8S",
  "method": "ωB97M-V/def2-TZVPD",
  "total_charge": 1,
  "homo_lumo_gap_ha": 0.2869,
  "spin_multiplicity": 1,
  "e_tot_ev": -54758.299,
  "lumo_energy_ev": -2.88,
  "elements": ["O", "C", "O", "C", "C", "S", "C", "C", "C", "F", "C", "O", "C", "O", "C", "C", "O", "H", "H", "H", "H", "H", "H", "H", "H", "H", "H", "H", "H", "H", "H", "H", "H", "H", "H", "H", "H", "C", "C", "O", "N", "C", "H", "H", "H", "H", "H", "H", "H", "C", "C", "O", "N", "C", "H", "H", "H", "H", "H", "H", "H", "C", "C", "O", "N", "C", "H", "H", "H", "H", "H", "H", "H"],
  "coordinates": [[-2.14, 1.04, 4.01], [-1.76, 1.53, 2.79], [-2.68, 2.49, 2.17], [-0.32, 1.02, 2.19], [-0.10, 1.39, 0.58], [0.00, -0.26, -0.34], [1.64, -0.45, -1.25], [2.96, -0.38, -0.25], [3.80, 1.03, -0.49], [3.43, 2.04, 0.55], [-1.37, -0.19, -1.63], [-1.84, -1.57, -1.84], [-1.48, -2.09, -3.17], [-0.11, -1.80, -3.60], [0.15, -2.53, -4.88], [1.78, -2.62, -5.15], [2.24, -1.33, -5.71], [-2.31, 3.42, 2.22], [-0.25, -0.14, 2.33], [0.57, 1.53, 2.77], [0.86, 2.05, 0.45], [-1.05, 1.97, 0.20], [1.64, -1.57, -1.68], [1.70, 0.25, -2.18], [2.72, -0.61, 0.87], [3.70, -1.24, -0.62], [4.95, 0.75, -0.42], [3.64, 1.48, -1.57], [-1.10, 0.40, -2.60], [-2.27, 0.41, -1.12], [-2.26, -1.79, -4.01], [-1.56, -3.28, -3.08], [-0.40, -2.07, -5.79], [-0.22, -3.66, -4.77], [2.01, -3.54, -5.88], [2.29, -2.78, -4.10], [1.87, -1.31, -6.65], [7.78, -0.84, -3.54], [6.35, -0.72, -3.08], [6.05, -0.16, -2.03], [5.37, -1.26, -3.86], [5.51, -1.95, -5.12], [8.44, -0.37, -2.81], [8.05, -1.90, -3.63], [7.90, -0.34, -4.50], [4.44, -1.13, -3.48], [4.94, -1.40, -5.88], [5.09, -2.95, -5.01], [6.55, -2.03, -5.44], [-7.18, 4.43, -0.22], [-5.82, 3.95, 0.23], [-4.79, 4.26, -0.36], [-5.76, 3.14, 1.32], [-6.84, 2.66, 2.15], [-7.06, 5.06, -1.11], [-7.81, 3.57, -0.48], [-7.64, 5.02, 0.57], [-4.81, 2.86, 1.56], [-6.67, 3.00, 3.17], [-6.83, 1.57, 2.13], [-7.82, 3.02, 1.81], [-0.77, -0.35, 6.34], [-0.66, -0.50, 7.83], [0.05, 0.24, 8.51], [-1.38, -1.49, 8.43], [-2.27, -2.45, 7.81], [-0.14, 0.49, 6.01], [-0.43, -1.26, 5.84], [-1.81, -0.13, 6.06], [-1.26, -1.53, 9.43], [-3.26, -2.33, 8.25], [-1.89, -3.45, 8.04], [-2.33, -2.32, 6.73]],
  "lowdin_charge": [0.00, -0.23, -0.02, -0.11, -0.29, 1.11, -0.34, -0.17, -0.13, -0.15, -0.31, -0.17, -0.20, -0.21, -0.15, -0.19, -0.14, 0.15, 0.12, 0.15, 0.12, 0.11, 0.11, 0.12, 0.13, 0.13, 0.12, 0.13, 0.15, 0.15, 0.17, 0.16, 0.15, 0.14, 0.15, 0.13, 0.12, 0.00, -0.52, 0.00, 0.01, -0.08, 0.09, 0.09, 0.09, 0.12, 0.08, 0.08, 0.08, -0.01, -0.55, 0.01, 0.00, -0.07, 0.09, 0.09, 0.09, 0.10, 0.09, 0.08, 0.08, -0.03, -0.55, 0.02, 0.00, -0.08, 0.08, 0.08, 0.07, 0.14, 0.08, 0.08, 0.07]
}

[2]
{
  "formula": "C19H42BrN2O9",
  "method": "ωB97M-V/def2-TZVPD",
  "total_charge": -1,
  "homo_lumo_gap_ha": 0.2438,
  "spin_multiplicity": 1,
  "e_tot_ev": -111831.428,
  "lumo_energy_ev": 2.29,
  "elements": ["C", "O", "C", "C", "C", "N", "C", "N", "C", "Br", "C", "O", "O", "H", "H", "H", "H", "H", "H", "H", "H", "H", "H", "H", "H", "H", "H", "C", "O", "C", "C", "O", "C", "C", "O", "C", "H", "H", "H", "H", "H", "H", "H", "H", "H", "H", "H", "H", "H", "H", "C", "O", "C", "C", "O", "C", "C", "O", "C", "H", "H", "H", "H", "H", "H", "H", "H", "H", "H", "H", "H", "H", "H"],
  "coordinates": [[0.71, -0.10, 2.02], [0.32, 0.98, 1.21], [-0.43, 0.61, 0.07], [-1.88, 0.28, 0.44], [-2.60, -0.67, -0.57], [-2.86, -2.04, -0.16], [-3.91, -2.14, 0.82], [-5.20, -1.67, 0.26], [-1.65, -2.79, 0.15], [-1.40, -3.14, 2.08], [-1.59, -4.11, -0.74], [-0.76, -5.00, -0.40], [-2.33, -4.12, -1.70], [-0.05, -0.36, 2.76], [0.88, -1.01, 1.44], [1.64, 0.16, 2.51], [0.06, -0.21, -0.45], [-0.41, 1.46, -0.60], [-2.41, 1.23, 0.40], [-1.98, -0.07, 1.46], [-2.01, -0.71, -1.48], [-3.54, -0.20, -0.85], [-3.71, -1.57, 1.74], [-4.05, -3.19, 1.04], [-5.94, -2.10, 0.80], [-5.29, -0.67, 0.38], [-0.80, -2.19, -0.17], [2.18, -5.48, 0.83], [3.43, -4.86, 1.13], [3.40, -3.47, 0.90], [4.33, -2.74, 1.83], [3.84, -2.61, 3.16], [3.87, -3.77, 3.98], [5.25, -4.18, 4.44], [5.95, -4.87, 3.41], [7.34, -4.80, 3.57], [1.95, -5.39, -0.23], [2.25, -6.53, 1.10], [1.37, -5.03, 1.41], [2.38, -3.08, 1.03], [3.71, -3.29, -0.14], [4.42, -1.71, 1.47], [5.33, -3.17, 1.82], [3.34, -4.60, 3.50], [3.30, -3.50, 4.87], [5.16, -4.86, 5.30], [5.81, -3.28, 4.74], [7.68, -3.76, 3.60], [7.80, -5.29, 2.71], [7.66, -5.31, 4.49], [0.42, 6.73, -4.35], [-0.86, 6.14, -4.30], [-0.82, 4.73, -4.37], [-1.98, 4.10, -3.62], [-1.83, 4.12, -2.21], [-2.02, 5.36, -1.55], [-3.46, 5.84, -1.51], [-3.83, 6.42, -2.75], [-5.23, 6.38, -2.96], [0.91, 6.53, -5.31], [0.29, 7.81, -4.23], [1.05, 6.36, -3.53], [0.12, 4.35, -3.95], [-0.87, 4.43, -5.43], [-2.00, 3.04, -3.88], [-2.93, 4.53, -3.93], [-1.36, 6.13, -1.95], [-1.71, 5.18, -0.51], [-3.57, 6.60, -0.73], [-4.11, 4.99, -1.27], [-5.60, 5.36, -2.92], [-5.42, 6.78, -3.95], [-5.75, 7.00, -2.22]],
  "lowdin_charge": [-0.13, -0.19, -0.23, -0.14, -0.18, -0.18, -0.34, 0.01, -0.54, 0.68, -0.77, -0.11, -0.01, 0.06, 0.06, 0.08, 0.11, 0.11, 0.10, 0.09, 0.12, 0.10, 0.08, 0.10, 0.05, 0.04, 0.07, -0.10, -0.21, -0.21, -0.18, -0.13, -0.18, -0.21, -0.20, -0.12, 0.08, 0.09, 0.07, 0.12, 0.13, 0.12, 0.12, 0.12, 0.13, 0.12, 0.12, 0.09, 0.09, 0.08, -0.12, -0.20, -0.20, -0.18, -0.13, -0.18, -0.20, -0.20, -0.12, 0.09, 0.09, 0.09, 0.13, 0.13, 0.13, 0.12, 0.12, 0.13, 0.13, 0.13, 0.09, 0.09, 0.09]
}

[3]
{
  "formula": "C19H42Cl16NO3PS",
  "method": "ωB97M-V/def2-TZVPD",
  "total_charge": 0,
  "smiles": "COCCNP(O)(O)=S.ClCCCl.ClCCCl.ClCCCl.ClCCCl.ClCCCl.ClCCCl.ClCCCl.ClCCCl",
  "homo_lumo_gap_ha": 0.3144,
  "spin_multiplicity": 1,
  "e_tot_ev": -248503.892,
  "lumo_energy_ev": -0.02,
  "elements": ["C", "O", "C", "C", "N", "P", "O", "O", "S", "H", "H", "H", "H", "H", "H", "H", "H", "H", "H", "Cl", "C", "C", "Cl", "H", "H", "H", "H", "Cl", "C", "C", "Cl", "H", "H", "H", "H", "Cl", "C", "C", "Cl", "H", "H", "H", "H", "Cl", "C", "C", "Cl", "H", "H", "H", "H", "Cl", "C", "C", "Cl", "H", "H", "H", "H", "Cl", "C", "C", "Cl", "H", "H", "H", "H", "Cl", "C", "C", "Cl", "H", "H", "H", "H", "Cl", "C", "C", "Cl", "H", "H", "H", "H"],
  "coordinates": [[2.68, -0.04, 0.24], [1.32, 0.20, -0.05], [1.09, 1.53, -0.44], [-0.20, 1.65, -1.20], [-1.35, 1.29, -0.34], [-2.24, -0.02, -0.86], [-2.84, -0.70, 0.45], [-1.31, -1.13, -1.52], [-3.66, 0.51, -2.07], [3.05, -0.84, -0.36], [3.29, 0.83, 0.08], [2.77, -0.31, 1.28], [1.00, 2.14, 0.44], [1.87, 1.94, -1.06], [-0.16, 1.05, -2.10], [-0.27, 2.68, -1.47], [-2.00, 2.05, -0.34], [-2.75, -1.66, 0.40], [-0.65, -1.52, -0.92], [-3.23, -5.13, -5.23], [-2.06, -4.17, -4.30], [-2.25, -2.69, -4.47], [-1.85, -2.15, -6.13], [-1.06, -4.48, -4.60], [-2.19, -4.43, -3.25], [-1.60, -2.15, -3.79], [-3.28, -2.40, -4.27], [1.84, 5.02, -0.21], [3.38, 5.19, -1.09], [3.18, 5.24, -2.58], [2.63, 3.68, -3.25], [4.02, 4.37, -0.80], [3.83, 6.12, -0.76], [4.13, 5.47, -3.07], [2.46, 6.00, -2.87], [-2.63, 2.66, 4.80], [-3.56, 1.15, 5.03], [-3.33, 0.56, 6.40], [-1.67, -0.06, 6.60], [-3.27, 0.46, 4.25], [-4.61, 1.40, 4.91], [-4.00, -0.28, 6.54], [-3.51, 1.29, 7.18], [2.64, 3.25, 5.82], [1.23, 2.53, 4.99], [1.63, 1.99, 3.64], [2.08, 3.31, 2.52], [0.47, 3.29, 4.91], [0.86, 1.73, 5.62], [0.80, 1.44, 3.18], [2.48, 1.32, 3.73], [-9.26, -0.88, 4.44], [-8.75, -0.12, 2.90], [-7.30, 0.28, 2.92], [-6.99, 1.63, 4.05], [-9.39, 0.73, 2.72], [-8.91, -0.86, 2.12], [-6.99, 0.61, 1.93], [-6.66, -0.55, 3.22], [5.57, 4.81, -5.56], [4.26, 4.11, -6.55], [4.75, 3.66, -7.90], [5.21, 5.04, -8.94], [3.47, 4.85, -6.64], [3.87, 3.25, -6.00], [3.95, 3.13, -8.42], [5.60, 3.00, -7.82], [4.00, -4.42, -0.36], [2.65, -5.10, -1.31], [1.64, -4.05, -1.68], [0.76, -3.46, -0.24], [2.20, -5.90, -0.73], [3.08, -5.53, -2.21], [0.90, -4.47, -2.35], [2.10, -3.20, -2.17], [0.10, -5.77, 3.65], [1.86, -5.61, 3.83], [2.57, -5.65, 2.50], [2.49, -7.26, 1.74], [2.21, -6.40, 4.48], [2.05, -4.65, 4.30], [3.63, -5.42, 2.64], [2.15, -4.93, 1.80]],
  "lowdin_charge": [-0.10, -0.19, -0.28, -0.21, -0.12, 0.07, -0.19, -0.22, 0.25, 0.07, 0.08, 0.08, 0.05, 0.07, 0.11, 0.11, 0.07, 0.07, 0.00, 0.54, -0.68, -0.67, 0.54, 0.06, 0.07, 0.04, 0.07, 0.56, -0.63, -0.64, 0.57, 0.07, 0.08, 0.04, 0.07, 0.55, -0.67, -0.65, 0.53, 0.07, -0.01, 0.07, 0.07, 0.54, -0.67, -0.64, 0.55, 0.05, 0.05, 0.08, 0.06, 0.54, -0.66, -0.64, 0.58, 0.07, 0.07, 0.08, 0.07, 0.55, -0.67, -0.67, 0.54, 0.07, 0.05, 0.07, 0.07, 0.57, -0.65, -0.61, 0.62, 0.03, 0.08, 0.07, 0.07, 0.54, -0.66, -0.69, 0.55, 0.07, 0.07, 0.07, 0.00]
}